Formula: C21H56FIN10O5P3
Source: OMol25
Level of theory: ωB97M-V/def2-TZVPD

Computed properties:
Total energy: -3179.05322 Eh
Charge: -1
Highest occupied orbital energy: -2.87 eV

```
97
Properties=species:S:1:pos:R:3:forces:R:3:lowdin_charge:R:1
O 3.0921 -0.4208 2.1932 -0.2315 0.7737 0.2293 0.11
C 2.7110 0.7082 2.0411 0.4687 -2.0837 -0.6155 -0.56
F 2.7400 1.5328 3.0901 -0.0172 0.4975 -0.1764 0.06
N 2.3021 1.2200 0.7970 -0.2411 0.2603 0.9647 0.13
C 0.9599 1.7843 0.7653 -1.1921 0.7799 0.0687 -0.71
O 0.7997 2.6746 -0.0465 0.4099 0.5801 -0.2723 -0.03
C -0.1261 1.2623 1.6007 0.9405 -0.8252 0.2774 -0.59
I -0.4260 2.5363 3.3372 -0.1721 -0.1231 -0.4985 0.55
H 2.9339 1.9516 0.4888 0.0557 0.0118 -0.4059 0.11
H 0.2092 0.3157 2.0423 -0.0322 0.0721 0.3210 -0.06
O 4.1681 3.5979 -1.4532 -2.5272 2.1601 1.0939 -0.28
P 4.8070 4.9369 -1.6864 5.8587 -2.6987 -2.4598 0.71
N 5.0777 4.7587 -3.3943 -0.4184 0.1261 -0.1086 -0.30
C 6.1037 5.3982 -4.1886 0.1082 0.5229 0.0312 -0.14
C 3.8686 4.5347 -4.1834 -0.3039 -0.3161 0.1893 -0.14
N 6.2627 4.6475 -0.7995 -0.0355 -0.0144 0.3087 -0.33
C 7.5882 4.7936 -1.3593 0.0863 0.5431 -0.0270 -0.15
C 6.2465 3.5354 0.1430 -0.2212 -0.2167 -0.0442 -0.14
N 5.1460 6.6561 -1.6946 -2.6978 0.0407 1.5689 -0.27
C 5.3100 7.2503 -0.3424 0.3635 0.0502 0.2161 -0.13
C 4.0554 7.4402 -2.3285 0.0643 -0.0430 -0.6229 -0.13
H 5.9281 6.4708 -4.3702 0.0292 -0.0082 0.0019 0.07
H 6.1577 4.9157 -5.1676 -0.1888 -0.0742 0.0242 0.08
H 7.0964 5.2868 -3.7651 -0.0760 0.0793 0.1914 0.05
H 3.2716 5.4494 -4.3123 0.0203 -0.0368 -0.1463 0.07
H 3.2298 3.7880 -3.7133 0.0510 0.0583 0.1478 0.08
H 4.1169 4.1581 -5.1773 0.1616 0.0295 0.0200 0.08
H 7.8211 4.0014 -2.0838 0.0581 0.0386 -0.0239 0.08
H 8.3402 4.7500 -0.5656 -0.0953 -0.1223 0.0740 0.08
H 7.7231 5.7710 -1.8246 -0.1265 -0.0487 -0.1472 0.07
H 6.3708 2.5686 -0.3596 -0.0390 -0.0429 0.0712 0.09
H 5.3184 3.5123 0.7068 -0.0538 -0.0574 -0.0889 0.07
H 7.0547 3.6504 0.8705 0.0837 0.1331 -0.1163 0.08
H 4.4344 7.0792 0.2894 -0.0201 0.1201 0.0258 0.09
H 5.4675 8.3264 -0.4324 -0.1481 -0.0026 -0.1925 0.08
H 6.1810 6.8538 0.1679 -0.0271 -0.2342 -0.1061 0.07
H 3.0837 7.2414 -1.8697 -0.0237 0.1315 0.0423 0.09
H 3.9794 7.2269 -3.3939 0.0554 -0.1873 0.0379 0.05
H 4.2628 8.5063 -2.2475 0.0998 -0.0234 0.1240 0.08
O -4.1032 1.7131 2.0593 2.2389 -2.0500 -0.7451 -0.30
P -4.8493 0.4210 2.0740 -5.5914 2.2405 1.3701 0.70
N -5.9734 0.7191 0.7841 0.3357 -0.0301 -0.2299 -0.30
C -7.2704 0.1094 0.5965 -0.0935 -0.5363 0.0382 -0.15
C -5.3530 1.0417 -0.4979 0.3762 0.2845 -0.0043 -0.14
N -5.6293 0.6048 3.6084 0.0828 0.0673 0.2352 -0.33
C -7.0524 0.4639 3.8112 -0.0656 -0.5182 -0.0187 -0.16
C -5.1035 1.6461 4.4830 0.2016 0.1826 -0.1207 -0.14
N -5.1145 -1.3056 2.1247 2.7913 0.1906 -0.2106 -0.27
C -4.5258 -1.9707 3.3135 -0.1541 -0.0814 0.3640 -0.13
C -4.5094 -1.9913 0.9541 -0.2729 0.0359 -0.5173 -0.13
H -7.2288 -0.9406 0.2635 -0.0094 0.0134 0.0260 0.07
H -7.8250 0.6625 -0.1663 0.1726 0.0761 -0.0729 0.08
H -7.8916 0.1561 1.4852 0.1666 -0.0931 0.1029 0.04
H -4.9227 0.1590 -0.9934 -0.0890 0.0572 -0.0968 0.07
H -4.5528 1.7701 -0.3702 0.0421 -0.0915 0.1542 0.08
H -6.0801 1.4852 -1.1816 -0.1352 -0.0357 0.1064 0.07
H -7.6187 1.3001 3.3762 -0.0792 -0.0384 0.0138 0.08
H -7.2805 0.4297 4.8816 0.1156 0.1195 0.0203 0.07
H -7.4241 -0.4810 3.4114 0.0364 0.0637 -0.1837 0.07
H -5.4562 2.6435 4.1924 0.0627 0.0500 0.0461 0.08
H -4.0169 1.6537 4.4771 0.0027 0.0900 -0.1442 0.06
H -5.4153 1.4586 5.5156 -0.1496 -0.1257 -0.0737 0.07
H -3.4518 -1.7834 3.3979 0.0339 -0.1183 -0.0076 0.09
H -4.6849 -3.0485 3.2452 0.0350 0.0227 -0.2560 0.08
H -5.0021 -1.6461 4.2329 -0.0447 0.2447 -0.0885 0.07
H -3.4482 -1.7558 0.8489 0.0613 -0.1799 -0.0095 0.09
H -5.0118 -1.7210 0.0254 -0.0644 0.2116 0.0912 0.05
H -4.6111 -3.0713 1.0448 0.0302 0.0069 0.1866 0.07
O -2.1390 -4.5758 0.2136 1.8857 2.6634 -0.4664 -0.30
P -0.8794 -5.1852 -0.3308 -1.7835 -6.1091 -0.0171 0.70
N -1.5050 -5.8711 -1.7937 -0.0758 0.4690 -0.1083 -0.30
C -0.9690 -6.9965 -2.5293 0.5320 -0.0746 -0.1242 -0.14
C -2.1448 -4.9147 -2.6945 -0.2426 0.3189 0.1890 -0.14
N -0.6663 -6.4100 0.8681 -0.0920 0.0483 0.2544 -0.33
C -0.4843 -7.8125 0.5625 0.5116 -0.0231 -0.1666 -0.15
C -1.4412 -6.2702 2.0947 -0.2239 0.1936 -0.0157 -0.14
N 0.8007 -5.3219 -0.7907 -0.2439 2.8512 0.7692 -0.27
C 1.7582 -5.0852 0.3216 0.1589 -0.2427 0.3027 -0.12
C 1.1770 -4.3423 -1.8439 -0.2081 -0.1811 -0.5355 -0.12
H -0.0413 -6.7718 -3.0781 -0.0042 -0.0100 0.0242 0.08
H -1.7021 -7.3290 -3.2678 -0.1007 0.1826 0.0062 0.08
H -0.7881 -7.8630 -1.9026 0.1118 0.1335 0.1264 0.04
H -1.4187 -4.2861 -3.2291 -0.0707 -0.0577 -0.1083 0.07
H -2.8142 -4.2520 -2.1475 0.1028 -0.0134 0.1299 0.07
H -2.7511 -5.4294 -3.4414 0.0545 -0.1556 0.0407 0.08
H -1.4069 -8.2780 0.1901 0.0306 -0.0674 -0.0233 0.08
H -0.1755 -8.3570 1.4594 -0.1037 0.0999 0.0916 0.08
H 0.3227 -7.9662 -0.1546 -0.0992 0.0898 -0.1352 0.07
H -2.4813 -6.5941 1.9630 -0.0330 0.0376 0.0753 0.08
H -1.4440 -5.2414 2.4426 -0.0937 0.0282 -0.0883 0.07
H -0.9930 -6.8718 2.8900 0.1037 -0.1053 -0.1349 0.08
H 1.6137 -4.1064 0.7854 0.1421 0.0443 -0.0336 0.09
H 2.7794 -5.1410 -0.0578 -0.0895 0.1066 -0.2101 0.08
H 1.6748 -5.8438 1.0921 -0.2535 -0.0431 -0.0411 0.07
H 0.9415 -3.3153 -1.5558 0.1559 0.0493 0.0031 0.09
H 0.6726 -4.5570 -2.7854 -0.1611 -0.0818 0.0910 0.05
H 2.2438 -4.4050 -2.0512 0.0263 -0.0599 0.1520 0.08
```
Positions in Å, forces in eV/Å.



Formula: C4H8N3S
Source: OMol25
Level of theory: ωB97M-V/def2-TZVPD

Computed properties:
Total energy: -719.29304 Eh
SMILES: Cn1c[n+](C)c(=S)[nH]1
Charge: +1
Highest occupied orbital energy (spin up / spin down): -12.75 / -12.75 eV
ΔE to the lowest compared entry with this formula, charge and spin: 99.0 kcal/mol

```
16
Properties=species:S:1:pos:R:3:forces:R:3:lowdin_charge:R:1
C -0.4301 0.5338 -0.2642 2.7071 -2.1373 5.6450 0.21
C 0.7799 -1.2180 -0.8663 2.1881 -3.6934 0.9943 -0.80
C 0.8590 0.4523 2.2553 3.1965 -1.0475 -0.8381 -0.02
C -0.2079 0.1246 -2.5700 1.1090 4.0378 -2.8391 -0.03
N 0.8315 -1.2203 0.5061 -0.6295 1.6374 -0.5916 0.06
N 0.1651 -0.1340 1.1193 -3.5154 0.6826 -6.0904 -0.06
N 0.0212 -0.1635 -1.2452 -0.6466 -0.5139 2.3208 -0.15
S 1.4075 -2.3922 -1.8537 -0.3282 0.9769 0.6317 0.76
H -1.1458 1.3103 -0.3525 -0.4044 0.7200 0.3549 0.16
H 1.7934 0.8292 1.7102 -0.7365 -0.0493 1.7325 0.12
H 0.4140 1.2118 2.8820 -0.7111 -0.0022 -0.4453 0.10
H 1.1401 -0.4590 2.8956 -0.4153 1.4899 -0.7403 0.13
H 0.5152 1.0413 -2.7003 -1.8506 -1.2850 -0.5973 0.18
H -1.2430 0.3326 -2.6900 -0.7881 0.7794 -0.3129 0.11
H 0.0526 -0.5431 -3.3566 0.5330 -1.2754 0.3232 0.08
H 1.5919 -1.6732 0.9690 0.2921 -0.3201 0.4525 0.15
```
Positions in Å, forces in eV/Å.



Formula: C4H12N3
Source: OMol25
Level of theory: ωB97M-V/def2-TZVPD

Computed properties:
Total energy: -323.59768 Eh
Charge: +1
Highest occupied orbital energy: -13.88 eV
ΔE to the lowest compared entry with this formula, charge and spin: 50.6 kcal/mol

```
19
Properties=species:S:1:pos:R:3:forces:R:3:lowdin_charge:R:1
C -2.4847 0.6113 -0.7144 -0.3643 0.3807 0.2662 -0.07
N -1.0657 0.3845 -0.3888 0.3157 0.1306 -0.3733 -0.10
C -0.1883 1.3326 -0.9305 -0.3824 1.1644 -0.3519 -0.27
N 1.0722 1.2557 -0.8496 0.0274 -1.1352 -0.1889 0.09
H -3.1057 -0.1001 -0.1757 0.0961 -0.2034 -0.2205 0.09
H -2.8226 1.5905 -0.3711 0.3369 0.0196 0.0982 0.09
H -2.6723 0.5843 -1.7878 -0.0172 -0.2721 0.0055 0.09
H -0.7580 -0.5007 -0.7819 -0.0999 -0.2707 0.3497 0.13
H -0.6840 2.1980 -1.3896 -0.0486 -0.2404 -0.1775 0.14
H 1.5336 1.8555 -1.5234 0.0304 0.5938 0.4706 0.08
C 1.1419 -1.5371 1.1606 -0.1510 -0.3149 -0.5135 -0.16
C 1.9239 -1.8493 0.1350 -0.6261 0.4752 1.0338 0.07
N 0.8611 -0.1510 1.5742 -0.0779 -0.3236 -0.4521 0.15
H 0.5217 -2.2494 1.6882 0.2249 -0.0440 0.1669 0.12
H 2.0205 -2.9028 -0.0821 0.2095 0.0988 -0.3324 0.08
H 2.4071 -1.0560 -0.4182 0.2500 -0.2873 -0.1821 0.07
H 1.4458 0.5096 1.0363 0.0538 -0.0458 0.0685 0.12
H -0.1105 0.0823 1.2367 0.2481 0.0086 0.3262 0.12
H 0.9641 -0.0578 2.5820 -0.0252 0.2655 0.0066 0.17
```
Positions in Å, forces in eV/Å.



Formula: C13H21BBr8ClNO4S
Source: OMol25
Level of theory: ωB97M-V/def2-TZVPD

Computed properties:
Total energy: -22339.03110 Eh
SMILES: CB(O)[C@@H]1OC(=O)O[C@@]1(Cl)N=C=S.BrCCBr.BrCCBr.BrCCBr.BrCCBr
Highest occupied orbital energy: -9.75 eV

```
50
Properties=species:S:1:pos:R:3:forces:R:3:lowdin_charge:R:1
C 0.9290 -0.9806 -2.8136 -0.7609 -0.2052 0.1764 -0.02
B -0.2537 -1.9918 -2.9729 0.2342 -0.0561 -0.1147 -0.43
O 0.0004 -3.3176 -3.2170 0.2292 0.3379 0.0309 0.11
C -1.7541 -1.3922 -2.7589 0.6981 -0.2017 -1.5489 -0.14
O -2.0379 -1.5034 -1.3610 0.1771 -0.4369 0.0438 0.10
C -3.0936 -2.3582 -1.2380 0.3192 0.3203 0.1327 -0.54
O -3.2764 -3.1062 -0.3403 -0.3035 0.4638 -0.0917 0.21
O -3.8765 -2.1763 -2.3379 0.0000 -0.8556 -0.1886 0.03
C -2.9944 -2.0059 -3.4719 -1.2659 0.1123 1.5378 -0.74
Cl -2.8415 -3.6216 -4.1742 0.2057 0.0501 -0.4428 0.81
N -3.6827 -1.1310 -4.3735 0.3840 -0.6384 0.0749 0.02
C -4.2369 -0.1491 -3.9411 1.3197 0.9467 0.2924 -0.90
S -4.5814 1.2584 -3.3852 -0.6662 0.0501 0.0145 0.81
H 0.6407 -0.0196 -3.2444 0.2521 0.0951 -0.0175 0.07
H 1.8520 -1.3649 -3.2362 0.1309 0.1114 0.1020 0.06
H 1.0375 -0.8072 -1.7355 0.2477 0.0841 -0.0160 0.06
H -0.1254 -3.6031 -4.1228 -0.3167 -0.3642 0.0069 0.09
H -1.6870 -0.3632 -3.1195 -0.3778 0.2655 0.6284 0.14
Br 4.0525 0.2852 -1.4470 0.0454 0.0910 0.0207 0.64
C 4.6190 -0.0402 0.3829 0.0662 -0.0722 -0.1548 -0.69
C 3.7159 -1.0291 1.0704 -0.0357 0.0714 0.2226 -0.69
Br 2.0194 -0.2292 1.5735 -0.0918 -0.0267 -0.0783 0.61
H 4.6413 0.9234 0.8811 -0.0312 -0.0155 0.0502 0.05
H 5.6292 -0.4367 0.3116 -0.0065 -0.0280 0.0119 0.06
H 4.1649 -1.3671 2.0018 0.0235 0.0212 0.0009 0.06
H 3.4829 -1.8860 0.4470 0.0383 0.0034 -0.0337 0.05
Br -5.9973 -0.6801 -6.1447 -0.4926 -0.1330 -0.7072 0.75
C -7.0714 -1.1446 -7.6999 -0.0802 0.1079 0.2410 -0.67
C -7.0436 -2.6280 -7.9555 0.0467 -0.0424 -0.1983 -0.70
Br -5.3619 -3.1936 -8.7498 0.0101 -0.0115 0.0611 0.60
H -6.6851 -0.5682 -8.5339 0.0078 -0.0363 -0.0332 0.05
H -8.0837 -0.8189 -7.4715 -0.0175 -0.0362 -0.0094 0.06
H -7.8112 -2.9027 -8.6753 -0.0160 0.0260 0.0026 0.06
H -7.1707 -3.2075 -7.0472 -0.0162 0.0271 0.0255 0.05
Br 3.2237 2.0875 4.9169 0.0532 -0.0472 -0.0307 0.59
C 1.2998 2.0406 5.1729 0.0823 0.1457 0.0101 -0.69
C 0.9182 1.2790 6.4133 -0.1086 -0.1539 -0.0323 -0.70
Br 1.0748 -0.6420 6.1592 0.0566 0.0132 0.0249 0.60
H 0.8765 1.6128 4.2695 -0.0171 -0.0482 0.0210 0.04
H 0.9954 3.0812 5.2606 -0.0026 0.0000 0.0381 0.06
H -0.1266 1.4553 6.6582 -0.0034 0.0308 -0.0193 0.06
H 1.5405 1.5358 7.2645 0.0044 0.0526 -0.0063 0.04
Br 5.4667 5.2686 5.8028 0.0193 0.1081 -0.0244 0.60
C 5.9765 4.8328 7.6241 -0.0004 -0.0926 -0.1582 -0.70
C 5.0425 3.8123 8.2215 -0.0160 0.0239 0.1734 -0.70
Br 3.3326 4.5901 8.7229 -0.0274 -0.0366 -0.0768 0.60
H 5.9966 5.7648 8.1790 -0.0335 -0.0195 0.0502 0.05
H 6.9832 4.4264 7.5594 -0.0062 -0.0287 0.0175 0.06
H 5.4586 3.4100 9.1423 0.0246 0.0170 0.0005 0.06
H 4.8229 3.0017 7.5335 0.0176 0.0098 -0.0296 0.02
```
Positions in Å, forces in eV/Å.



Formula: C4H11NO3
Source: OMol25
Level of theory: ωB97M-V/def2-TZVPD

Computed properties:
Total energy: -439.47685 Eh
SMILES: C[C@@H](O)CC(N)=O.O
Highest occupied orbital energy: -9.89 eV
ΔE to the lowest compared entry with this formula, charge and spin: 30.8 kcal/mol

```
19
Properties=species:S:1:pos:R:3:forces:R:3:lowdin_charge:R:1
C -0.4708 -0.8662 0.0283 0.5508 -0.6969 0.3637 -0.08
C 0.7878 -0.4148 0.7154 1.1161 1.3475 -1.3315 -0.38
C 2.0771 -0.9549 0.0298 -0.7918 2.9511 -1.1364 -0.02
O 0.8809 1.0572 0.5927 0.5057 -1.0124 0.3474 -0.08
C -1.6389 -0.1426 0.6832 1.5208 0.2971 2.4518 -0.53
N -2.3903 0.7032 0.0132 -1.1459 -0.0489 -0.6617 0.19
O -1.7045 -0.1623 1.9249 -0.1462 -0.9543 -1.0889 0.02
H -0.1662 -0.8029 -1.0232 -1.3191 -0.1556 0.1593 0.10
H -0.5303 -1.8983 0.3501 -0.3937 -0.5102 -0.3854 0.13
H 0.8010 -0.7379 1.7270 -0.2022 0.2040 1.0602 0.13
H 1.9926 -1.8806 -0.5039 -0.4194 -0.3051 -0.5645 0.07
H 2.4945 -0.0680 -0.6140 -0.7200 -1.9526 0.8701 0.13
H 2.7594 -1.1252 0.7927 1.5887 -0.2109 1.3251 0.04
H 0.1358 1.4679 1.0435 -0.0489 -0.1758 0.2740 0.09
H -1.9950 1.1171 -0.7842 0.3998 0.4931 -1.4824 0.06
H -3.0014 1.2516 0.5757 -0.3552 0.3483 0.3193 0.12
H -0.2190 0.4786 -2.2302 0.4235 -0.4781 -0.2862 0.02
H 0.4863 1.6067 -1.3942 -0.4816 -0.5992 -0.1528 0.05
O -0.2992 1.3714 -1.9268 -0.0814 1.4585 -0.0811 -0.06
```
Positions in Å, forces in eV/Å.



Formula: C3H9NO2S
Source: OMol25
Level of theory: ωB97M-V/def2-TZVPD

Computed properties:
Total energy: -723.05934 Eh
Charge: -2
Highest occupied orbital energy: 0.45 eV
ΔE to the lowest compared entry with this formula, charge and spin: 14.3 kcal/mol

```
16
Properties=species:S:1:pos:R:3:forces:R:3:lowdin_charge:R:1
C -0.8469 0.8228 0.7984 -0.4155 -0.7179 -0.1074 -0.37
C -2.3741 0.6243 0.5902 0.6069 -0.2512 0.1192 -0.81
S -3.2030 -0.4530 1.7978 -0.2016 -0.1354 0.3636 -0.06
N -0.1339 1.0602 -0.4595 0.9517 0.3507 -0.0855 -0.10
C 0.3939 -0.1542 -1.1765 -0.0960 -0.6314 -0.2558 -0.52
O 1.6751 -0.4418 -0.8437 0.0265 0.0983 0.0294 -0.34
H -0.7574 1.6933 1.4483 0.3456 0.1520 0.0868 0.08
H -0.3940 -0.0335 1.3262 -0.3699 0.0069 0.0233 0.08
H -2.4970 0.2024 -0.4107 -0.1332 0.2160 -0.0199 0.02
H -2.8427 1.6106 0.6638 -0.0078 -0.0136 -0.4491 0.01
H 0.8069 1.3655 -0.1874 -0.3601 0.5303 0.0238 0.06
H 0.2992 0.0727 -2.2680 -0.1132 0.0742 0.0873 0.06
H -0.2811 -1.0151 -0.9887 -0.3171 0.1686 0.1319 0.09
H 2.8257 -1.7131 -0.6619 -0.7009 0.9996 0.1068 -0.04
H 3.6649 -1.6353 0.6229 -0.3613 0.3849 0.2982 -0.01
O 3.6643 -2.0058 -0.2512 1.1462 -1.2319 -0.3527 -0.15
```
Positions in Å, forces in eV/Å.



> What is the total energy in the fourth record?

-22339.03110 Eh



> Which value of total energy does entry 1 give?

-3179.05322 Eh



> Which value of total energy does entry 2 give?

-719.29304 Eh



> Among the records above, which one has the lowest total energy?

C13H21BBr8ClNO4S